Entry 1:
73
Properties=species:S:1:pos:R:3 method="wB97M-V/def2-TZVPD" max_force_ha_per_bohr=0.0349 total_energy_ha=-4794.606295 total_charge=0 mol_weight_g_mol=646.25 smiles="CCCCNc1cc(P(C)C)c(COO)c2c1C(=O)c1c(Br)c(OCCC)c(B(O)CC)c(C(F)(F)F)c1C2=O" multiplicity=1
O -4.419 1.939 -0.206
B -0.399 -5.192 -0.098
F -2.648 -3.272 2.185
H -0.930 -6.536 -1.353
H -3.316 3.676 -2.212
H -0.254 4.556 -0.212
C -0.503 3.552 0.105
H -3.041 5.402 -2.239
H 4.809 5.481 1.093
P -2.962 4.664 0.047
H -4.081 1.977 1.795
C -0.021 -6.275 0.991
H -0.052 -4.131 -3.278
C 1.919 -3.314 -2.820
H 4.144 3.392 2.323
C 0.532 2.635 0.285
H 5.647 4.883 -1.381
C -4.416 4.586 1.155
H -0.434 -7.251 0.741
C -0.531 -1.431 0.934
H 2.547 -3.494 -3.689
C -0.039 -3.666 0.181
C 0.196 1.365 0.742
H -3.876 1.806 -2.015
C 1.221 0.336 1.036
C 0.807 -1.074 0.731
H 0.510 -2.932 -4.408
C 1.294 -3.302 -0.029
H 4.285 3.771 -1.312
N 1.884 2.992 0.006
O -2.213 -0.522 2.355
O -3.913 1.169 -1.290
C 0.477 -3.188 -3.353
C -2.394 -3.131 0.877
H -0.089 -2.417 -2.837
H 3.081 -4.995 -2.128
H 5.979 4.196 0.792
F -2.689 -4.300 0.306
H 1.957 3.764 1.943
H 0.188 -6.386 3.163
C -1.844 3.242 0.335
O -0.988 -5.579 -1.263
C -1.397 -0.343 1.494
C 4.951 4.505 0.630
H -3.738 0.457 0.979
H 2.262 -2.380 -2.393
O 2.188 -4.232 -0.479
C 2.139 -4.511 -1.895
C 2.508 3.875 1.018
H 1.069 -6.361 0.977
F -3.247 -2.233 0.380
H -1.460 -6.120 2.638
C -2.190 1.938 0.749
C 1.735 -2.008 0.260
C 3.993 3.502 1.250
O 2.284 0.610 1.510
Br 3.559 -1.627 -0.017
C -0.961 -2.738 0.652
H -4.107 4.066 2.057
H -0.299 -4.818 2.603
H -4.728 5.578 1.454
H 4.010 5.481 -1.090
H 2.461 4.906 0.671
H 1.362 -5.252 -2.077
C -3.637 1.530 0.916
C -1.147 1.032 0.973
C -3.542 4.607 -1.698
H 4.134 2.518 0.816
C -0.422 -5.883 2.419
H -5.246 4.014 0.747
H -4.607 4.816 -1.749
H 1.937 3.400 -0.916
C 4.708 4.675 -0.881

Entry 2:
64
Properties=species:S:1:pos:R:3 method="wB97M-V/def2-TZVPD" max_force_ha_per_bohr=0.0427 total_energy_ha=-2048.351845 total_charge=+1 mol_weight_g_mol=453.29 multiplicity=1
H 1.103 1.191 1.414
H 0.746 -1.109 -1.184
H 0.857 -2.745 1.565
H -3.774 -1.588 1.430
H -5.714 -2.398 0.249
C 0.791 -0.128 -0.697
H -2.038 -0.930 3.158
C 1.905 3.100 -2.433
C -4.039 -3.645 0.816
C -0.019 -1.655 3.195
C 3.285 3.119 -2.388
H 5.057 3.911 -3.328
C 1.517 2.792 -0.030
C -5.310 -3.412 0.235
C -6.033 -4.446 -0.350
H 1.750 -0.664 -3.082
B -0.326 2.639 -1.905
H -0.833 1.773 -2.527
C -3.285 -2.564 1.408
C -4.236 -6.001 0.199
H -0.241 0.200 -0.521
C -1.346 -1.447 2.475
H 3.141 -2.830 2.601
H 2.625 0.825 -1.274
H 2.569 2.508 0.091
C -3.516 -4.958 0.782
C 1.459 0.392 -3.028
H -2.538 -5.154 1.218
C 2.309 -2.371 3.128
H 0.758 2.798 1.972
C 1.158 3.783 -3.371
H 1.284 5.098 -5.091
C 3.966 3.884 -3.353
H -0.822 3.486 -1.247
C 0.700 2.154 1.083
H -0.649 -0.622 4.981
H -7.006 -4.265 -0.797
N 1.156 2.291 -1.423
C 3.245 4.593 -4.318
H -1.167 -0.790 1.641
H 0.340 4.622 -0.113
H -3.829 -7.008 0.178
H 2.031 4.834 -0.622
C 1.034 -2.302 2.546
H 1.305 -0.313 0.251
H 1.631 4.599 1.083
C 2.505 -1.809 4.397
Cl 4.068 -1.801 5.100
H -1.494 -3.605 1.951
H 3.778 5.188 -5.068
H 0.045 3.690 -3.318
C 1.842 4.544 -4.333
H -0.363 2.056 0.820
H 0.432 0.462 -3.400
Cl -6.364 -7.016 -1.114
C 1.572 0.829 -1.582
C 1.370 4.296 0.061
C 0.180 -1.125 4.471
H 1.585 -0.822 6.084
C 1.431 -1.222 5.087
H 2.118 0.945 -3.701
C -2.038 -2.659 1.924
H 3.820 2.547 -1.622
C -5.490 -5.745 -0.375